Entry 1:
Formula: C3H4N2OS2
Source: the Open Molecules 2025 dataset
Level of theory: the ωB97M-V functional and the def2-TZVPD basis

Each line ends with the natural charge from an NBO analysis.
Geometry (Å):
C -0.696 0.045 -1.868  -0.66
C -0.244 0.100 -0.452  0.39
N -0.422 1.201 0.199  -0.17
O -0.108 1.257 1.600  -0.36
C 0.663 0.401 2.261  0.00
S 0.954 0.589 3.878  -0.02
S 1.616 -0.661 1.236  0.47
N 0.329 -1.046 0.129  -0.79
H 0.130 -0.294 -2.509  0.23
H -1.064 1.009 -2.135  0.26
H -1.503 -0.704 -1.917  0.23
H 0.343 -1.896 -0.420  0.42

## Properties
**Energy relative to the best compared isomer or geometry (same formula, charge and spin)**: 272.3 kJ/mol
**Maximum force**: 1.649 eV/Å
**Lowest unoccupied orbital energy**: -0.4 eV

Entry 2:
Formula: C6H8N2O4
Source: the Open Molecules 2025 dataset
Level of theory: the ωB97M-V functional and the def2-TZVPD basis

Each line ends with the natural charge from an NBO analysis.
Geometry (Å):
C 0.401 2.146 1.404  -0.73
C 0.165 1.510 0.023  0.62
O 0.303 2.143 -0.980  -0.56
C 0.169 -0.039 -0.075  -0.14
C 1.519 -0.611 -0.147  0.63
N 2.335 -0.007 -1.075  -0.83
O 1.810 -1.519 0.594  -0.58
C -0.963 -0.852 -0.148  0.14
C -1.152 -2.289 -0.321  -0.69
N -2.241 -0.036 -0.182  0.51
O -3.326 -0.492 -0.493  -0.34
O -2.077 1.168 0.034  -0.38
H 1.305 2.780 1.419  0.25
H -0.572 2.575 1.748  0.26
H 0.593 1.260 2.114  0.22
H 1.988 0.758 -1.642  0.44
H 3.308 -0.416 -1.002  0.42
H -0.802 -2.488 -1.340  0.24
H -0.612 -2.931 0.361  0.26
H -2.150 -2.661 -0.292  0.26

## Properties
**Energy relative to the best compared isomer or geometry (same formula, charge and spin)**: 504.7 kJ/mol
**Maximum force**: 3.833 eV/Å
**Lowest unoccupied orbital energy**: -1.0 eV

Entry 3:
Formula: C26H39ClFN6OPd
Source: the Open Molecules 2025 dataset
Level of theory: the ωB97M-V functional and the def2-TZVPD basis

Each line ends with the Mulliken charge.
Geometry (Å):
Pd 1.534 -1.726 0.163  -0.65
N 1.000 -5.088 -0.506  -0.56
C 2.199 -5.502 -1.234  -0.61
C 2.860 -4.559 -2.212  -0.63
N 3.405 -3.339 -1.716  0.15
C 4.598 -3.239 -0.866  -0.99
C 4.483 -3.079 0.673  -0.43
N 3.570 -1.916 1.087  -0.41
H 1.084 -4.093 -0.284  0.19
H 0.124 -5.152 -1.017  0.32
H 1.922 -6.447 -1.759  0.43
H 3.021 -5.786 -0.558  0.18
H 2.190 -4.277 -3.078  0.31
H 3.689 -5.168 -2.587  0.35
H 2.760 -2.598 -1.455  -0.10
H 5.201 -2.439 -1.212  0.40
H 5.168 -4.196 -1.094  0.38
H 5.454 -2.903 1.113  0.40
H 4.042 -4.014 1.085  0.28
H 3.979 -1.072 0.700  0.19
H 3.523 -1.806 2.093  0.18
F -4.248 -2.282 -1.767  -0.42
C -3.030 -1.902 -1.342  0.57
C -2.034 -1.800 -2.287  -0.67
C -0.722 -1.715 -1.874  -0.03
C -0.332 -1.711 -0.515  -0.43
C -1.353 -1.889 0.408  -0.01
C -2.728 -2.049 -0.018  -0.79
H -2.309 -1.839 -3.361  0.30
H 0.067 -1.597 -2.658  0.21
H -1.060 -1.921 1.435  0.56
H -3.468 -2.383 0.675  0.50
C 1.950 3.057 0.460  -1.62
C 0.454 3.169 0.954  1.67
C 0.310 4.618 1.426  -1.74
C 0.144 2.276 2.152  -1.55
C -0.493 3.002 -0.249  1.56
O -0.438 4.195 -1.006  -0.68
C -1.995 2.848 0.185  -2.09
C -2.424 1.482 0.637  1.05
C -3.524 1.408 1.651  -0.35
C -3.498 0.491 2.680  0.20
C -4.568 0.321 3.549  -0.98
C -5.638 1.131 3.400  0.38
Cl -6.968 0.986 4.556  -0.26
C -5.657 2.195 2.508  -0.85
C -4.612 2.327 1.604  -0.47
C -0.144 1.712 -1.078  -0.60
N 0.848 1.814 -2.046  1.10
C 1.974 1.116 -2.212  -0.03
N 2.700 1.657 -3.188  -0.75
C 1.961 2.722 -3.565  -0.39
N 0.775 2.852 -2.923  -1.10
H 2.559 3.502 1.271  0.58
H 2.093 3.789 -0.414  0.22
H 2.285 2.069 0.209  0.06
H 0.999 4.704 2.265  0.50
H -0.735 4.872 1.661  0.26
H 0.721 5.288 0.663  0.40
H 0.828 2.508 2.933  0.61
H 0.294 1.209 1.926  0.14
H -0.905 2.349 2.538  0.17
H -0.134 3.967 -1.911  0.62
H -2.440 3.172 -0.751  0.35
H -2.227 3.651 0.884  0.38
H -1.577 0.908 1.015  -0.34
H -2.725 0.811 -0.167  0.35
H -2.587 -0.120 2.769  0.37
H -4.588 -0.454 4.291  0.40
H -6.441 2.902 2.531  0.44
H -4.648 3.159 0.900  0.38
H -1.078 1.415 -1.575  0.08
H 0.138 0.837 -0.488  0.13
H 2.269 0.277 -1.633  0.76
H 2.161 3.297 -4.442  0.46

## Properties
**Maximum force**: 2.635 eV/Å
**Total charge**: -1
**Lowest unoccupied orbital energy**: 2.6 eV

Entry 4:
Formula: C27H48O6SSi
Source: the Open Molecules 2025 dataset
Level of theory: the ωB97M-V functional and the def2-TZVPD basis

Each line ends with the Mulliken charge.
Geometry (Å):
C 2.404 -2.213 -4.356  -1.30
C 1.109 -3.049 -4.289  -0.69
C 0.008 -2.298 -3.503  0.46
C 0.619 -1.747 -2.181  -1.20
C -1.163 -3.188 -3.107  0.63
C -2.190 -3.434 -4.198  -0.79
C -3.549 -3.836 -3.642  -1.18
C -3.511 -4.831 -2.427  0.27
C -4.467 -4.346 -1.325  -1.81
C -3.984 -3.116 -0.525  0.32
C -4.011 -3.370 1.008  -1.02
C -2.787 -2.694 1.663  0.11
C -2.999 -2.279 3.143  -1.23
C -2.696 -0.800 3.422  -0.59
C -1.269 -0.555 3.922  -0.73
C -0.819 0.926 3.809  -0.78
Si 0.085 1.268 2.191  0.01
C -1.028 0.715 0.751  -0.59
C 1.653 0.231 2.062  -1.10
C 0.375 3.116 1.887  0.60
C -0.589 4.032 2.221  -0.18
C -0.374 5.359 1.954  -0.73
C 0.792 5.740 1.363  -0.50
C 1.767 4.850 1.028  -0.75
C 1.546 3.522 1.301  -0.37
S -1.865 -5.264 -1.804  1.20
O -1.667 -6.645 -2.094  -0.77
O -1.734 -4.965 -0.411  -0.59
O -0.731 -4.472 -2.601  -0.36
H 3.009 -2.362 -3.466  0.33
H 2.166 -1.148 -4.378  0.32
H 2.962 -2.453 -5.259  0.39
H 1.314 -3.966 -3.740  0.29
H 0.734 -3.217 -5.299  0.43
H -0.381 -1.437 -4.049  0.45
H -0.136 -1.655 -1.399  -0.06
H 1.117 -0.792 -2.335  0.49
H 1.368 -2.441 -1.793  0.27
H -1.692 -2.671 -2.298  -0.35
H -2.316 -2.481 -4.721  0.38
H -1.825 -4.122 -4.961  0.44
H -4.083 -4.340 -4.448  0.28
H -4.162 -2.974 -3.386  0.49
H -3.909 -5.769 -2.804  0.58
H -5.387 -4.054 -1.838  0.43
H -4.737 -5.192 -0.694  0.58
H -4.580 -2.236 -0.768  0.68
H -2.951 -2.856 -0.751  -0.51
H -3.892 -4.445 1.145  0.37
H -4.956 -3.025 1.430  0.50
H -1.955 -3.388 1.577  0.38
H -2.612 -1.775 1.102  -0.28
H -2.364 -2.908 3.774  0.39
H -4.025 -2.523 3.426  0.53
H -2.922 -0.202 2.536  0.31
H -3.391 -0.472 4.202  0.45
H -1.247 -0.865 4.970  0.37
H -0.585 -1.228 3.392  0.30
H -0.184 1.148 4.671  0.45
H -1.722 1.534 3.931  0.41
H -0.562 1.100 -0.160  0.57
H -1.101 -0.368 0.682  -0.42
H -1.995 1.205 0.877  0.41
H 2.157 0.071 3.016  0.34
H 2.341 0.625 1.315  0.38
H 1.347 -0.764 1.727  0.35
H -1.520 3.720 2.679  0.30
H -1.144 6.080 2.195  0.39
H 0.969 6.783 1.119  0.36
H 2.687 5.147 0.543  0.66
H 2.317 2.815 1.021  0.20
C 5.378 5.719 2.677  -0.57
O 6.395 6.655 2.316  -0.32
C 6.580 6.773 1.002  0.80
O 5.977 6.177 0.147  -0.54
O 7.547 7.667 0.797  -0.32
C 7.852 7.896 -0.580  -0.63
H 5.320 5.710 3.762  0.28
H 4.414 6.024 2.274  0.21
H 5.635 4.719 2.331  0.29
H 6.983 8.287 -1.106  0.30
H 8.201 6.981 -1.054  0.29
H 8.646 8.637 -0.607  0.22

## Properties
**Maximum force**: 2.310 eV/Å
**Lowest unoccupied orbital energy**: 0.6 eV